Entry 1:
Below is a single C14H17I3N2 molecule, with properties calculated with ωB97M-V with the def2-TZVPD basis set.

Positions of all 36 atoms, in Å:
I: 0.5676 1.4304 -4.9130
I: 2.1968 0.3034 2.7250
I: 1.1397 1.3747 -2.0501
N: 0.6609 -0.6545 0.3004
N: -0.3927 -1.9440 -1.0392
C: 0.8670 0.5853 1.0653
C: -0.5406 -0.9356 -0.1941
C: -4.2009 1.1091 0.2743
C: 3.0771 -1.4074 -0.1106
C: 1.6061 -1.4899 -0.2906
C: -3.6196 0.5079 1.3761
C: -2.4232 -0.1662 1.2427
C: -2.3868 0.3652 -1.1064
C: 0.1313 2.8665 0.4044
C: -1.8090 -0.2418 0.0022
C: -3.5854 1.0374 -0.9649
C: 1.1952 1.7970 0.1786
C: 0.9190 -2.3126 -1.1110
C: 3.6418 -2.4628 0.8501
H: -0.0309 3.0482 1.4700
H: 0.4156 3.7930 -0.0822
H: -5.1309 1.6451 0.3793
H: -0.0725 0.7658 1.5711
H: -1.9756 -0.6461 2.1008
H: -4.0829 0.5469 2.3485
H: -1.8717 0.3574 -2.0566
H: -4.0269 1.5245 -1.8196
H: -1.1481 -2.3374 -1.5730
H: 1.2769 -3.0736 -1.7743
H: 3.0118 -2.5949 1.7245
H: 2.1619 2.2102 0.4436
H: 3.5281 -1.5614 -1.0878
H: 3.7308 -3.4237 0.3512
H: 4.6292 -2.1607 1.1862
H: -0.8213 2.5546 -0.0242
H: 3.3622 -0.4103 0.2034

Atomic forces in eV per Å
-0.19 -0.26 -0.98
-0.06 0.03 0.19
0.18 0.54 0.96
0.36 -0.07 0.54
-0.33 -0.34 -0.21
0.07 0.25 -0.42
-0.17 -0.10 -0.18
-0.07 0.09 -0.08
0.26 -0.27 0.13
0.07 0.18 0.00
0.01 -0.05 0.16
0.09 -0.17 0.12
0.03 0.01 -0.12
-0.04 -0.20 0.05
-0.09 0.19 -0.02
-0.11 0.08 0.01
-0.10 -0.20 0.29
0.27 -0.01 -0.08
-0.07 0.10 -0.04
0.06 0.16 0.11
0.04 0.15 -0.01
-0.12 0.05 0.02
-0.11 -0.05 -0.02
0.07 -0.06 0.10
-0.15 0.09 0.08
0.04 -0.03 -0.12
-0.04 0.04 -0.10
-0.10 -0.01 -0.04
0.00 -0.10 -0.08
-0.04 0.04 0.11
0.24 -0.14 -0.16
0.01 0.12 -0.16
-0.01 -0.13 -0.04
0.13 -0.03 0.04
-0.09 0.00 -0.04
-0.03 0.14 -0.02

The spin multiplicity is 1. The charge is 0. For the HOMO-LUMO gap, the calculation gives 6.49 eV.

***

Entry 2:
Below is a molecular structure, C25H18BrN2O3W, with properties calculated with ωB97M-V with the def2-TZVPD basis set.

Positions of all 50 atoms, in Å:
W: 0.2636 0.1758 0.0299
Br: 0.7897 -0.2395 2.8098
O: 4.9439 0.5563 0.1552
O: 2.0540 0.6971 -0.0470
O: -1.5035 0.5652 -0.3766
N: 0.0538 2.4176 -0.5283
N: -1.2895 2.7947 -0.7382
C: -0.1701 -4.0670 1.4197
C: 3.1389 3.6299 -1.9532
C: -6.2744 1.9286 -0.9983
C: -0.4446 -4.7020 0.1811
C: -0.4657 -3.9932 -0.9839
C: -3.5173 1.8329 -0.7586
C: 4.5160 3.5116 -1.8496
C: -2.0636 1.7904 -0.6307
C: 0.4090 -2.8232 3.8535
C: 0.0824 -2.6721 1.4290
C: -5.5328 3.1032 -1.0505
C: 5.0566 2.4695 -1.1275
C: 0.8836 2.9681 -1.3461
C: -4.2598 0.6546 -0.7052
C: 2.8712 1.6262 -0.6182
C: 4.3457 -0.6300 0.6751
C: 4.2544 1.5090 -0.5015
C: 0.1382 -4.2056 3.8152
C: -0.2235 -2.6064 -0.9559
C: 0.3761 -2.1155 2.6924
C: -4.1568 3.0598 -0.9318
C: 2.3149 2.7094 -1.3207
C: -0.1413 -4.8102 2.6242
C: 0.0384 -1.9184 0.2143
C: -5.6382 0.7069 -0.8261
H: -0.6345 -5.7683 0.1809
H: 3.6719 -0.4100 1.5019
H: -0.2650 -2.0686 -1.8994
H: -0.3435 -5.8728 2.5831
H: 0.6420 -2.3371 4.7910
H: 5.1791 -1.2252 1.0355
H: -6.2162 -0.2063 -0.7854
H: 6.1274 2.3482 -1.0332
H: -0.6704 -4.4868 -1.9242
H: -3.5672 3.9658 -0.9681
H: -6.0323 4.0532 -1.1828
H: 0.5337 3.6834 -2.0869
H: 5.1639 4.2297 -2.3315
H: -7.3515 1.9674 -1.0916
H: -3.7602 -0.2948 -0.5701
H: 0.1604 -4.7732 4.7349
H: 2.6959 4.4513 -2.5020
H: 3.8171 -1.1798 -0.1034

Atomic forces in eV per Å
0.40 0.44 0.25
-0.01 -0.06 -0.12
0.02 0.03 0.03
-0.16 -0.32 0.03
-0.62 -0.15 0.04
-0.54 -0.36 -0.83
0.33 0.13 0.02
-0.02 -0.04 -0.06
-0.02 0.10 -0.05
0.03 -0.03 0.01
0.01 0.03 0.03
0.00 -0.05 0.02
-0.06 -0.04 -0.02
0.03 -0.05 0.02
0.19 0.01 0.03
0.01 0.00 0.05
0.02 0.02 0.11
-0.02 0.01 0.00
-0.03 0.08 -0.06
0.33 -0.09 0.36
0.04 0.01 0.00
0.12 0.11 0.02
-0.01 0.00 -0.03
0.04 -0.18 0.01
-0.01 -0.02 -0.03
-0.03 0.09 -0.05
0.03 0.09 0.04
0.03 0.05 0.00
-0.12 -0.06 0.05
0.01 0.03 0.03
0.23 0.15 -0.08
-0.04 0.03 -0.01
0.00 0.00 -0.01
0.00 0.01 0.01
0.00 -0.01 0.00
0.00 0.00 0.00
0.00 -0.01 0.00
0.00 -0.01 0.00
0.00 0.01 0.00
0.00 0.00 0.00
0.00 0.00 0.00
-0.01 0.00 0.00
0.01 0.00 0.00
-0.17 0.12 0.21
0.00 0.00 0.00
0.00 0.00 0.00
0.00 0.00 0.00
0.00 -0.01 -0.01
0.00 -0.01 0.01
0.00 -0.01 0.00

The value obtained for the relative energy (zero: lowest compared OMol25 entry of this formula, charge and spin) is 26.6 kJ/mol. The spin multiplicity is 3. The charge is +1. For the HOMO-LUMO gap (alpha / beta), the calculation gives 6.65 / 7.20 eV.

***

Entry 3:
Below is 2 unconnected molecules or ions with the total composition C4H9NO, with properties calculated with ωB97M-V with the def2-TZVPD basis set.

Positions of all 15 atoms, in Å:
O: 1.9828 0.6457 2.7432
N: -0.5110 -0.5225 0.8049
C: -0.6347 0.2130 -1.5663
C: -1.5155 -1.2887 0.6922
C: 0.0471 0.0153 -0.4310
C: 0.0103 0.7811 -2.7672
H: 1.0435 0.7206 2.6342
H: -1.9682 -1.6877 1.5898
H: -0.7218 1.0512 -3.5454
H: -1.8939 -1.8026 -0.1894
H: 2.0797 0.0291 3.5017
H: 0.6161 1.6886 -2.7357
H: -1.5794 -0.2683 -1.7899
H: 0.5907 -0.0194 -3.2404
H: 1.0266 0.4422 -0.2802

Atomic forces in eV per Å
0.89 -0.64 0.99
-0.46 0.42 -1.44
0.95 -0.53 0.53
0.62 -0.98 0.79
-1.19 0.14 0.78
-0.12 0.26 -2.00
-0.88 -0.04 -0.29
-0.11 0.25 0.41
-0.11 -0.21 0.35
0.12 0.52 -0.59
-0.04 0.62 -0.80
0.21 -0.26 0.81
-0.30 0.24 0.57
0.22 0.22 -0.02
0.17 -0.02 -0.08

The value obtained for the relative energy (zero: lowest compared OMol25 entry of this formula, charge and spin) is 250.8 kJ/mol. The spin multiplicity is 1. The charge is 0. For the HOMO-LUMO gap, the calculation gives 9.70 eV.

***

Entry 4:
Below is a molecular structure, C4H10ClP, with properties calculated with ωB97M-V with the def2-TZVPD basis set.

Positions of all 16 atoms, in Å:
Cl: 3.3307 -0.1224 0.0840
P: 0.5444 0.2012 0.0735
C: -0.8553 1.3954 0.2054
C: 1.9846 1.0528 0.3652
C: 0.0332 -1.2986 1.0752
C: 0.3900 -0.4072 -1.6687
H: -0.1762 -1.3358 -1.6593
H: 0.7550 -2.0258 0.7279
H: 2.1242 1.2864 1.5180
H: 1.3953 -0.5231 -2.3475
H: -0.9551 -1.8576 1.1699
H: -0.0333 0.3836 -2.2533
H: 0.2651 -0.9965 2.1701
H: -0.5031 2.1133 -0.6983
H: -1.7417 1.0109 -0.0950
H: -0.9886 1.9333 1.0630

Atomic forces in eV per Å
0.40 -0.17 -0.32
-2.45 -0.49 -0.27
4.35 1.17 -4.15
0.87 -0.02 2.68
0.03 0.27 1.98
3.01 0.04 -1.04
-0.08 0.15 -0.28
0.39 -0.43 0.37
-0.69 -0.03 -2.35
-2.01 -0.14 2.41
0.85 1.30 -0.88
-1.03 0.35 -0.14
-0.05 -0.61 -1.71
-1.00 -1.12 2.25
-2.73 -1.60 -0.91
0.15 1.34 2.37

The value obtained for the relative energy (zero: lowest compared OMol25 entry of this formula, charge and spin) is 276.4 kJ/mol. The spin multiplicity is 1. The charge is 0. For the HOMO-LUMO gap, the calculation gives 8.24 eV.

***

Entry 5:
Below is a molecular structure, C20H25BNO2PtS3SbSe4, with properties calculated with ωB97M-V with the def2-TZVPD basis set.

Positions of all 58 atoms, in Å:
Pt: 0.4520 0.0244 -0.6778
Sb: -0.2827 0.2391 -4.4926
Se: 1.3390 -0.4157 -6.2515
Se: -2.4592 -0.6566 -4.8029
Se: 0.1114 2.4233 -3.5594
Se: 1.1439 -1.2256 -2.6868
S: 1.5281 2.7738 -0.2295
S: 2.3979 -0.3565 0.8021
S: 3.5188 1.0702 -2.3693
O: 0.2950 -3.1010 -0.5307
O: -1.5308 -2.1083 -1.5246
N: -0.5188 0.3238 0.9717
C: -2.2918 -5.1158 1.1360
C: -0.9911 -4.7087 0.8437
C: -3.3930 -4.5156 0.5336
C: -0.8547 -3.6872 -0.0678
C: -2.1689 1.1661 -1.3068
C: -1.3599 0.2443 3.6482
C: 2.4890 2.4648 1.2745
C: -3.5149 1.1451 2.7886
C: -2.2398 0.7126 2.5323
C: -1.7482 0.7322 1.1659
C: -4.3374 1.5740 1.7408
C: 2.2660 1.0860 1.8907
C: 2.8036 3.5093 -1.2884
C: -1.9536 -3.0897 -0.6666
C: -3.2423 -3.4810 -0.3877
C: 4.3230 -0.1785 -1.3404
C: 4.0977 -0.1426 0.1654
C: -2.6287 1.1736 0.0987
C: -3.9068 1.5825 0.4228
C: 4.0136 2.6348 -1.6018
B: -0.1376 -2.0813 -1.3955
H: -0.1273 -5.1698 1.3027
H: 1.2555 0.9920 2.2847
H: 4.4790 0.7833 0.5918
H: 4.6595 3.1790 -2.2917
H: 4.6096 2.4341 -0.7108
H: 3.9694 -1.1248 -1.7525
H: 4.6648 -0.9594 0.6145
H: -1.9604 0.1403 -1.6415
H: -4.3876 -4.8628 0.7808
H: -4.5745 1.9106 -0.3635
H: 3.1202 4.4534 -0.8420
H: -4.0864 -3.0103 -0.8734
H: -5.3460 1.8995 1.9642
H: 2.2267 3.2062 2.0302
H: -2.9166 1.5710 -1.9858
H: -1.2450 1.7560 -1.4393
H: 2.9653 0.9392 2.7157
H: -1.9619 -0.0695 4.4990
H: -2.4470 -5.9189 1.8440
H: -0.7174 -0.5723 3.3273
H: -3.8940 1.1386 3.8023
H: 3.5411 2.6204 1.0385
H: 2.2670 3.7358 -2.2104
H: 5.4025 -0.1486 -1.5031
H: -0.7152 1.0613 3.9834

Atomic forces in eV per Å
0.81 0.29 0.03
0.78 -0.27 -2.30
-0.64 0.35 0.93
-0.17 0.08 0.50
-0.01 0.18 0.45
-0.07 -0.28 0.70
0.01 0.18 0.01
-0.83 -0.04 -0.16
0.03 0.02 -0.04
-0.05 0.17 0.09
0.20 0.19 0.14
0.08 0.43 0.51
0.05 0.01 0.00
0.01 -0.05 0.05
-0.02 0.03 -0.02
0.02 0.02 0.00
-0.06 -0.12 0.45
0.01 0.03 -0.05
0.05 0.03 -0.07
0.08 -0.01 -0.02
-0.08 -0.09 0.23
0.07 -0.28 -0.40
0.05 0.00 -0.10
-0.08 0.09 -0.01
-0.03 -0.01 -0.01
-0.02 -0.01 0.05
-0.09 0.01 0.00
0.05 0.08 -0.05
-0.01 0.07 -0.34
0.12 -0.01 -0.15
-0.13 0.13 0.03
-0.02 -0.09 0.02
0.14 -0.91 -0.43
-0.01 0.00 -0.01
-0.03 -0.01 0.03
-0.09 0.02 0.02
0.00 0.01 0.00
0.02 0.02 -0.02
-0.01 0.00 -0.01
-0.10 -0.04 0.05
-0.10 -0.05 -0.11
0.01 0.00 -0.01
0.01 -0.02 0.01
0.01 0.00 0.00
0.01 -0.01 0.00
-0.01 -0.01 0.01
0.00 -0.02 0.04
0.09 -0.03 -0.10
-0.10 0.10 -0.02
0.02 -0.12 -0.03
0.00 0.00 0.00
0.00 0.00 -0.01
-0.01 -0.01 0.00
-0.01 0.00 -0.01
-0.01 -0.02 0.04
-0.02 -0.01 0.01
0.02 -0.04 0.05
0.03 -0.01 -0.01

The value obtained for the relative energy (zero: lowest compared OMol25 entry of this formula, charge and spin) is 564.2 kJ/mol. The spin multiplicity is 1. The charge is 0. For the HOMO-LUMO gap (alpha / beta), the calculation gives 3.20 / 3.33 eV.

***

no.,M (g/mol)
1,594.0
2,658.2
3,87.1
4,124.6
5,1051.1